P) {"formula": "C9H7NO2", "method": "ωB97M-V with the def2-TZVPD basis set", "species": ["C", "C", "C", "C", "C", "C", "C", "C", "C", "H", "H", "H", "H", "H", "H", "H", "N", "O", "O"], "xyz": [[-1.408, -0.773, 0.242], [0.305, 0.812, 0.302], [0.767, 1.960, 0.851], [1.915, 2.382, 0.541], [2.605, 1.743, -0.476], [2.338, 0.627, -0.882], [1.022, 0.072, -0.644], [0.515, -1.188, -1.119], [-0.628, -1.647, -0.697], [-2.382, -3.087, 0.860], [-0.143, 2.558, 1.368], [2.414, 3.621, 0.716], [3.918, 2.307, -0.508], [2.764, -0.323, -1.729], [1.316, -1.742, -1.992], [-1.157, -2.337, -1.231], [-2.572, -1.079, 0.761], [-3.227, -2.396, 0.309], [-0.936, 0.224, 0.751]], "nbo_charge": [0.472, 0.315, -0.273, -0.163, -0.216, -0.151, -0.158, -0.102, -0.296, 0.436, 0.254, 0.231, 0.196, 0.217, 0.215, 0.244, -0.226, -0.583, -0.413], "gap_ev": 8.17}

Q) {"formula": "C9H7NO2", "method": "ωB97M-V with the def2-TZVPD basis set", "species": ["O", "C", "C", "N", "C", "O", "C", "C", "C", "C", "C", "C", "H", "H", "H", "H", "H", "H", "H"], "xyz": [[2.614, 1.926, -0.729], [2.672, 0.776, -0.336], [3.342, -0.441, 0.039], [1.948, -0.169, 0.269], [0.892, -1.042, 0.291], [1.070, -2.245, 0.324], [-0.446, -0.445, 0.163], [-0.624, 0.833, 0.699], [-1.892, 1.382, 0.623], [-2.941, 0.718, -0.066], [-2.663, -0.533, -0.635], [-1.444, -1.129, -0.489], [3.686, -1.028, -0.806], [4.200, -0.413, 0.775], [0.210, 1.164, 1.350], [-2.268, 2.226, 1.079], [-3.702, 1.357, -0.160], [-3.448, -0.958, -1.224], [-1.205, -1.980, -1.169]], "nbo_charge": [-0.519, 0.711, -0.305, -0.477, 0.672, -0.542, -0.155, -0.180, -0.194, -0.178, -0.201, -0.162, 0.213, 0.219, 0.231, 0.210, 0.208, 0.215, 0.236], "gap_ev": 9.82, "smiles": "O=C1CN1C(=O)c1ccccc1"}

R) {"formula": "C9H7NO2", "method": "ωB97M-V with the def2-TZVPD basis set", "species": ["O", "C", "C", "N", "C", "O", "C", "C", "C", "C", "C", "C", "H", "H", "H", "H", "H", "H", "H"], "xyz": [[1.214, 2.326, 0.034], [1.104, 1.150, 0.017], [2.429, 0.547, 0.308], [2.417, -0.792, -0.479], [1.632, -1.725, -0.314], [0.412, -1.689, 0.256], [-0.501, -0.803, 0.146], [-1.863, -1.328, 0.206], [-2.921, -0.488, 0.081], [-2.702, 0.929, -0.243], [-1.427, 1.376, -0.135], [-0.326, 0.540, 0.146], [2.738, 0.202, 1.503], [3.273, 1.230, -0.225], [1.776, -2.781, -0.583], [-1.929, -2.418, -0.013], [-3.790, -1.006, -0.185], [-3.493, 1.678, -0.375], [-1.051, 2.358, -0.365]], "nbo_charge": [-0.528, 0.526, -0.322, -0.477, 0.404, -0.496, 0.350, -0.248, -0.176, -0.237, -0.165, -0.221, 0.251, 0.261, 0.172, 0.223, 0.214, 0.228, 0.240], "gap_ev": 9.22, "smiles": "O=C1CN=COc2ccccc21"}

Which one sits at the top of the stability order? Q) does.